Entry from the Open Molecules 2025 dataset: a structure of composition C25H18BrClN5NiO4 (ωB97M-V with the def2-TZVPD basis set).

Values from the calculation:
energy above the lowest of the compared OMol25 structures with the same formula, charge and spin: 0.0 kJ/mol
DFT total energy: -6080.947769 Eh
charge: -1
multiplicity: 3

Geometry as XYZ:
```
55
Properties=species:S:1:pos:R:3:forces:R:3
Ni 0.11967 -0.05781 -0.03237 0.3 -0.8 0.3
O -0.02291 -3.99527 -1.39890 0.0 0.0 0.1
C -0.20905 -2.91038 -0.83213 0.2 -0.1 0.0
N 0.67536 -2.01252 -0.38870 -0.1 0.1 0.1
C 2.04887 -2.28381 -0.27658 0.0 0.0 -0.1
C 2.64365 -3.54073 -0.44528 -0.1 0.1 0.0
C 4.00750 -3.72034 -0.24585 0.0 0.0 0.0
C 4.80282 -2.64616 0.11640 -0.1 0.0 0.0
C 4.23300 -1.39236 0.29829 -0.1 0.0 0.0
C 2.86208 -1.18561 0.10319 0.1 0.0 0.1
N 2.21756 0.05708 0.19891 -0.3 0.5 -0.4
C 2.79925 1.11848 0.74868 0.1 -0.1 0.1
O 3.85154 1.18563 1.40663 0.0 0.0 -0.1
C 2.07873 2.44773 0.53207 -0.1 0.0 -0.1
C 2.70558 3.60829 0.97588 0.1 0.2 0.0
C 2.10754 4.83258 0.73259 0.0 -0.1 0.0
C 0.89810 4.86245 0.05142 0.0 0.0 0.0
C 0.33344 3.65621 -0.32632 0.0 0.0 -0.1
N 0.89944 2.47626 -0.08760 0.3 -0.1 -0.1
C -1.64617 -2.53807 -0.51373 0.1 0.1 0.1
C -2.68020 -3.35603 -0.94633 -0.1 -0.1 0.0
C -3.98027 -3.02353 -0.60474 0.1 0.0 0.0
C -4.20091 -1.89565 0.17199 0.0 0.0 0.0
C -3.10691 -1.14502 0.56895 0.1 0.0 0.1
N -1.85521 -1.45750 0.23626 -0.2 0.2 -0.1
H 2.02505 -4.37083 -0.74338 0.0 0.0 0.0
H 4.44586 -4.70325 -0.38808 -0.1 0.0 0.0
H 5.86834 -2.78167 0.26875 0.0 0.0 0.0
H 4.83959 -0.55717 0.60226 0.0 0.0 0.0
H 3.65312 3.50750 1.48550 0.0 0.0 0.0
H 2.57418 5.75232 1.06398 0.0 0.0 0.0
H 0.39558 5.79614 -0.17095 0.0 0.0 0.0
H -0.61783 3.63924 -0.85203 0.1 0.0 0.1
H -2.42313 -4.22783 -1.53178 0.0 0.0 0.0
H -4.81217 -3.63223 -0.93820 0.0 0.0 0.0
H -5.20048 -1.58295 0.44722 0.0 0.0 0.0
H -3.23397 -0.25580 1.17743 0.1 0.0 -0.1
Cl -4.44710 1.43974 -1.69599 0.1 0.0 0.0
C -2.80993 2.16138 -1.82376 0.0 -0.1 0.0
C -1.76974 1.32018 -1.08698 0.1 0.0 0.2
O -1.07764 0.52552 -1.77180 0.2 0.1 0.2
O -1.63169 1.49745 0.14770 -0.3 -0.2 -0.3
H -2.86976 3.14805 -1.37770 0.0 0.1 0.0
H -2.56667 2.21843 -2.87778 0.0 0.0 -0.1
Br 0.08061 -0.24521 6.73997 0.0 0.0 0.0
C 0.11546 -0.21867 4.84518 0.0 0.0 0.1
C -0.01036 0.98335 4.17565 0.0 0.0 -0.1
C 0.00117 0.94650 2.79033 -0.1 -0.1 0.1
N 0.13349 -0.18788 2.10141 -0.1 0.4 0.0
C 0.26553 -1.33206 2.76226 0.1 -0.1 -0.1
C 0.26136 -1.40109 4.14590 0.0 0.0 0.0
H -0.11525 1.92129 4.70139 0.0 0.0 0.0
H -0.11802 1.85463 2.20996 0.0 -0.1 0.0
H 0.39143 -2.22114 2.15270 0.0 0.1 0.0
H 0.36969 -2.34905 4.65224 0.0 0.0 0.0
```
Positions in Å, forces in eV/Å.